40
Properties=species:S:1:pos:R:3:forces:R:3:mulliken_charge:R:1 method="wB97M-V/def2-TZVPD" total_charge=+1 gap_ha=0.2938 max_force_ha_per_bohr=0.028 smiles="[H]/N=C(/[NH3+])SCc1ccc(OCCCCC)c([N+](=O)[O-])c1" spin_multiplicity=1 e_lumo_ha=-0.15532
H 2.4441 -0.4251 -2.0497 0.37 0.15 0.16 0.295
N 1.9413 -1.0063 -1.3948 -0.63 -0.50 0.01 -0.428
C 2.4622 -1.3147 -0.3098 0.88 0.46 -0.48 0.253
N 1.6492 -2.1627 0.5631 -0.86 -0.17 0.67 -0.081
S 4.0024 -0.8666 0.4703 0.09 -0.05 -0.18 -0.119
C 4.0579 0.9328 0.0792 0.04 -0.25 0.06 -0.789
C 2.6864 1.5289 0.1726 -0.37 0.16 0.25 -0.306
C 2.2467 2.5480 -0.6827 -0.03 -0.21 0.24 -0.846
C 0.9303 2.9284 -0.6881 -0.26 -0.08 0.10 -0.675
C -0.0617 2.2668 0.0734 0.31 -0.26 0.04 0.400
O -1.3024 2.6017 -0.2478 0.21 0.48 0.08 -0.444
C -2.4408 1.7820 -0.0096 -0.69 -0.56 0.15 -1.056
C -2.3096 0.4106 -0.6825 -0.11 0.18 0.20 0.400
C -3.2053 -0.6391 -0.0286 0.10 -0.02 -0.27 -0.483
C -3.0352 -2.0275 -0.6472 0.03 0.13 0.21 -0.873
C -1.6466 -2.6219 -0.4159 -0.28 0.00 -0.13 -0.896
C 0.4058 1.2954 0.9851 0.85 0.92 -0.73 -0.089
N -0.3928 0.4911 1.8348 -0.50 -0.43 0.32 1.157
O -1.3662 0.9315 2.3833 0.39 -0.17 0.22 -0.568
O -0.0174 -0.6953 1.9819 -0.49 0.01 0.46 -0.738
C 1.7723 0.9972 1.0483 -0.11 0.37 -0.01 -0.092
H 2.2221 -2.7183 1.2072 -0.17 0.03 -0.17 0.433
H 1.0294 -2.7647 0.0016 0.24 0.11 0.09 0.369
H 0.9694 -1.5231 1.1692 0.60 -0.28 -0.55 0.160
H 4.7456 1.3338 0.8260 0.08 -0.06 -0.06 0.437
H 4.4920 1.0748 -0.9102 0.00 0.04 0.08 0.468
H 2.9442 3.0299 -1.3499 0.07 0.08 -0.13 0.451
H 0.5854 3.7052 -1.3515 -0.08 0.04 -0.11 0.484
H -3.2658 2.3529 -0.4387 0.12 -0.07 0.04 0.405
H -2.6269 1.6683 1.0667 -0.01 0.21 -0.50 0.437
H -2.5648 0.5057 -1.7390 0.10 -0.02 -0.06 0.453
H -1.2668 0.0844 -0.6394 0.03 -0.01 -0.04 -0.399
H -4.2454 -0.3290 -0.1332 -0.08 0.02 0.08 0.376
H -2.9891 -0.6959 1.0412 -0.03 0.02 0.07 0.239
H -3.7781 -2.6899 -0.2019 -0.04 -0.04 -0.08 0.380
H -3.2353 -1.9773 -1.7184 -0.08 -0.06 -0.04 0.325
H -1.6382 -3.6632 -0.7279 0.10 -0.12 -0.03 0.396
H -1.4000 -2.5744 0.6443 0.08 -0.01 0.15 0.256
H -0.8972 -2.0855 -0.9976 0.15 0.05 -0.04 0.233
H 2.0988 0.3112 1.8162 -0.03 -0.07 -0.08 1.077

45
Properties=species:S:1:pos:R:3:forces:R:3:mulliken_charge:R:1 method="wB97M-V/def2-TZVPD" gap_ha=0.3230 max_force_ha_per_bohr=0.112 smiles="CCNC(=O)OC[C@H]1O[C@H](n2cnc3c2N=CN(O)[C@@H]3N)[C@H](O)[C@@H]1O" spin_multiplicity=1 e_lumo_ha=0.02473
C -4.9741 4.1247 1.4441 3.76 -1.12 -4.23 -1.228
C -3.5882 3.4251 1.7031 -0.47 2.29 -0.04 -0.347
N -2.7290 3.4659 0.5348 1.46 0.31 -0.92 -0.226
C -1.3370 3.3580 0.6289 -1.33 -0.02 3.81 0.711
O -0.7876 3.1740 1.7128 -0.37 -0.11 -1.25 -0.648
O -0.7074 3.4962 -0.5069 0.17 0.14 -1.93 -0.427
C 0.7104 3.5039 -0.5291 0.88 -1.51 -0.90 -1.033
C 1.4227 2.1691 -0.8578 -1.69 -1.16 0.63 -0.186
O 1.5357 1.2876 0.3042 -0.86 0.55 -0.33 -0.571
C 0.6979 0.1527 0.1400 -0.09 0.57 1.90 -0.145
N 1.5972 -0.9734 0.2300 2.73 0.09 -0.39 0.239
C 2.9762 -1.0248 -0.2085 -1.98 -0.63 -2.19 -0.302
N 3.3191 -2.2496 -0.5876 -0.90 -0.28 2.84 -0.686
C 2.3019 -3.0521 -0.0154 -1.08 -0.74 -1.32 0.193
C 1.2580 -2.2703 0.4107 -1.14 -1.54 0.19 -0.040
N -0.0285 -2.6636 0.8543 0.11 2.03 0.07 -0.386
C -0.3989 -3.8592 0.6979 2.97 -2.84 -1.54 -0.116
N 0.5630 -4.7942 0.1202 -1.38 0.83 0.66 0.206
O 0.0826 -6.1169 -0.0670 -1.50 1.48 -0.70 -0.522
C 2.0284 -4.5815 -0.1439 -1.26 1.13 -1.18 0.015
N 2.6764 -5.4541 0.7573 3.17 -0.66 1.77 -0.615
C -0.0900 0.3647 -1.1386 -0.43 -2.58 -1.06 0.086
O -0.2971 -0.8652 -1.8977 0.50 -1.20 0.98 -0.703
C 0.8070 1.2334 -1.9205 0.81 2.55 -1.76 0.093
O 1.9416 0.5340 -2.4893 -1.00 -0.08 -0.29 -0.602
H -5.4133 4.4250 2.2709 -1.67 1.75 4.19 0.448
H -5.6990 3.5013 0.9836 -0.40 -0.81 -0.84 0.295
H -4.7560 4.9825 0.7588 -0.46 -0.45 0.68 0.315
H -3.6327 2.4333 1.9695 -0.74 -2.37 0.75 0.333
H -3.1327 3.9094 2.5655 0.32 0.30 -0.14 0.297
H -3.0419 4.0332 -0.2282 -0.14 0.02 -0.38 0.255
H 1.0545 4.1815 -1.3077 -0.45 0.33 0.03 0.482
H 1.1511 3.7429 0.4016 -0.01 0.77 1.19 0.449
H 2.4061 2.4626 -1.1330 1.00 0.07 -0.29 0.496
H -0.0853 0.0170 0.9090 0.80 0.29 0.32 0.502
H 3.5311 -0.1785 -0.6018 -0.47 0.08 0.57 0.414
H -1.4047 -4.2708 0.9291 0.95 0.31 -0.15 0.411
H 0.7536 -6.7649 0.0804 1.43 -0.16 0.63 0.371
H 2.2464 -4.9439 -1.2151 -0.23 0.56 1.42 0.208
H 2.3701 -5.3514 1.7616 0.47 0.31 -1.58 0.264
H 3.7396 -5.2635 0.7052 -2.26 -0.61 0.28 0.293
H -1.1008 0.8266 -0.9524 1.12 -0.41 -0.02 0.310
H 0.1163 -1.7141 -1.4909 -0.97 2.49 -0.55 0.416
H 0.2120 1.9017 -2.6375 0.97 -1.19 0.31 0.273
H 1.7054 -0.3144 -2.9446 -0.35 1.21 0.74 0.407

35
Properties=species:S:1:pos:R:3:forces:R:3:mulliken_charge:R:1 method="wB97M-V/def2-TZVPD" total_charge=+1 gap_ha=0.2607 max_force_ha_per_bohr=0.107 spin_multiplicity=1 e_lumo_ha=-0.17858
C -1.6835 -1.8783 1.7796 -0.09 -0.19 1.40 0.614
C -1.1282 -2.0369 0.7437 -0.18 -0.45 1.32 -0.642
C -0.6773 -2.0663 -0.5390 -1.60 -0.02 -3.31 0.767
C 0.1917 -3.1393 -1.1337 -1.50 3.40 1.38 -2.079
N -1.3938 -1.3096 -1.3645 -0.37 0.01 5.50 -0.033
C -2.4829 -0.3798 -0.8551 -0.04 -0.08 -1.51 -1.045
C -1.9482 0.8464 -0.1509 -0.61 2.00 -2.99 -0.180
C -1.2917 1.9753 -1.0264 -0.49 -2.41 -1.00 -0.865
C -0.5223 2.9774 -0.1589 -2.07 -0.14 1.34 -0.593
C 0.4038 2.3490 0.8380 0.04 -0.46 -0.07 -0.370
C 0.9181 1.1918 0.4813 1.84 -0.53 0.88 -0.333
C 1.7130 0.1820 1.3130 -0.64 1.84 1.98 0.008
O 1.3177 -1.0490 0.8133 0.13 -0.80 -1.98 -0.394
C 3.1759 0.5491 1.0787 0.78 0.01 1.30 -0.358
C 3.8605 -0.0129 0.0812 -0.18 -0.19 -0.56 -0.735
H -2.0411 -1.7740 2.7698 -0.34 0.03 0.29 0.415
H 0.8193 -2.6325 -1.7647 2.56 0.79 -1.23 0.498
H 0.5319 -3.7009 -0.3629 1.75 -1.84 1.78 0.422
H -0.4385 -3.6293 -1.7550 -2.03 -2.13 -1.76 0.621
H -1.0095 -1.1745 -2.2139 1.01 0.48 -3.85 0.242
H -3.0682 -0.9128 -0.1002 -0.07 -0.29 -0.74 0.409
H -3.0451 -0.1993 -1.8008 -0.01 0.16 0.99 0.394
H -1.2280 0.5327 0.4923 1.63 -0.84 2.21 0.255
H -2.7108 1.4133 0.3399 -0.87 -0.38 0.79 0.435
H -2.1247 2.4619 -1.5408 0.24 0.30 -0.02 0.428
H -0.7388 1.4280 -1.8708 -0.07 1.16 1.13 0.337
H -1.3247 3.4672 0.5007 1.07 -0.03 -1.30 0.308
H -0.0793 3.6306 -0.8621 0.59 1.35 -0.19 0.359
H 0.5132 2.7235 1.8663 -0.29 -0.08 -0.55 0.356
H 0.9977 0.9182 -0.5712 -0.51 -0.15 0.05 0.320
H 1.3564 0.1491 2.4343 1.08 0.83 -1.85 0.390
H 1.2656 -1.6627 1.5171 0.19 -1.01 1.06 0.293
H 3.6214 1.3001 1.8331 -0.79 -1.00 -1.67 0.315
H 4.8315 0.3117 -0.3105 -0.27 -0.08 0.72 0.302
H 3.4189 -0.8489 -0.5012 0.11 0.73 0.44 0.140